This record from OMol25 describes a molecular structure, C28H40As3F3N4Y at a distorted geometry. The level of theory is ωB97M-V with the def2-TZVPD basis set.

Last column: Löwdin charge in e.
Cartesian coordinates (Å):
Y1 -0.048293 -0.206835 0.155071  1.1048
C1 -4.203770 -1.528427 0.620196  -0.2761
As1 -2.927820 -0.272809 -0.166390  1.1215
C2 -3.340037 -0.667299 -2.042099  -0.2976
C3 -4.009495 1.387351 -0.045434  -0.3106
C4 -3.517738 2.527549 0.866658  -0.6702
C5 -2.931078 2.018357 2.188544  -0.0774
C6 -2.475832 3.386340 0.117383  -0.3220
As2 -0.654494 2.639646 -0.148284  1.0940
C7 0.276190 3.730950 1.181990  -0.2874
C8 -0.162641 3.694407 -1.723165  -0.2965
C9 -4.709984 3.462993 1.143993  -0.3779
As3 -6.323899 3.011245 2.249918  1.1434
C10 -5.515306 3.115990 4.039980  -0.3481
C11 -6.482902 1.044682 2.221945  -0.3575
H1 -5.190220 -1.352978 0.195914  0.0359
H2 -4.232709 -1.403005 1.700276  0.0135
H3 -3.884153 -2.546141 0.397215  0.0396
H4 -4.414584 -0.777883 -2.174419  0.0398
H5 -2.844847 -1.590830 -2.342391  0.0326
H6 -2.993771 0.152011 -2.670440  0.0083
H7 -5.000468 1.068951 0.272620  0.0407
H8 -4.108253 1.768362 -1.064678  0.0805
H9 -1.975215 1.509223 2.042397  0.0197
H10 -3.601756 1.312059 2.677972  0.0666
H11 -2.762852 2.855844 2.868331  0.0979
H12 -2.322076 4.321201 0.659866  0.0805
H13 -2.865841 3.647139 -0.869780  0.0816
H14 0.021285 4.781168 1.047858  0.0366
H15 1.353599 3.609376 1.067882  0.0247
H16 -0.005391 3.412307 2.184552  0.0199
H17 -0.458562 4.733667 -1.591657  0.0354
H18 -0.641788 3.293086 -2.615542  0.0209
H19 0.918127 3.648442 -1.859464  0.0222
H20 -5.116024 3.800617 0.185352  0.0639
H21 -4.337990 4.361854 1.646103  0.0662
H22 -5.071495 4.098989 4.195692  0.0205
H23 -4.762389 2.348495 4.214233  0.0075
H24 -6.311109 2.991285 4.774195  0.0176
H25 -6.903351 0.691648 1.280722  0.0146
H26 -7.190680 0.791739 3.011762  0.0244
H27 -5.546758 0.527047 2.425034  -0.0049
N1 3.934471 0.649747 -1.771972  0.1358
C12 4.482613 0.737291 -0.516182  -0.0403
C13 3.434941 0.683917 0.349379  -0.0901
N2 2.263285 0.567004 -0.354143  0.0323
C14 2.594903 0.542649 -1.635402  -0.2660
C15 1.629340 0.347936 -2.693228  -0.2854
N3 0.334413 0.201365 -2.470151  0.0451
C16 -0.228090 -0.057584 -3.690930  -0.1055
C17 0.730864 -0.061773 -4.657832  -0.0444
N4 1.906891 0.199222 -4.010079  0.1345
H28 4.462406 0.629089 -2.626749  0.1650
H29 5.540154 0.830146 -0.345612  0.1268
H30 3.447835 0.698323 1.425890  0.1115
H31 -1.279901 -0.241319 -3.813026  0.0865
H32 0.669502 -0.223317 -5.719327  0.1260
H33 2.808416 0.227227 -4.453973  0.1645
F1 1.419486 -2.488962 0.653768  -0.0005
C18 0.422486 -2.298778 -0.301463  -0.6488
F2 -0.326005 -3.427505 -0.261282  0.0335
F3 1.123268 -2.381430 -1.500159  -0.0061
C19 -2.489136 -2.446954 4.994982  -0.0740
C20 -2.449848 -2.712607 3.612501  -0.0831
C21 -1.637296 -1.980758 2.791061  -0.0821
C22 -0.813398 -0.939123 3.288635  -0.2036
C23 0.018354 -0.156747 2.417646  -0.2584
C24 0.841378 0.769047 3.029779  -0.1730
C25 0.879785 0.967424 4.428370  -0.0824
C26 0.047115 0.257136 5.240751  -0.0310
C27 -0.826115 -0.713622 4.692764  -0.1681
C28 -1.686124 -1.474366 5.519431  -0.0318
H34 -3.136458 -3.030645 5.636056  0.1058
H35 -3.054982 -3.514766 3.207596  0.1075
H36 -1.582156 -2.240518 1.737328  0.0638
H37 1.505606 1.392902 2.429806  0.0549
H38 1.565223 1.695744 4.846488  0.1031
H39 0.052925 0.406050 6.314092  0.1147
H40 -1.681523 -1.276622 6.585459  0.1143

Force components x, y, z for each atom (eV/Å):
Y 0.658 2.325 0.002
C 0.314 -0.043 0.135
As -1.432 0.147 -0.431
C 0.153 -0.032 0.020
C 0.266 0.041 0.121
C 0.074 -0.058 0.143
C -0.077 0.053 -0.230
C 0.021 -0.199 0.037
As -0.479 1.345 -0.031
C 0.087 -0.144 0.059
C 0.046 -0.225 -0.039
C -0.193 -0.044 -0.048
As 0.207 -0.013 0.028
C -0.031 -0.053 0.051
C 0.008 0.038 -0.017
H 0.019 0.066 -0.060
H 0.010 -0.001 -0.002
H 0.007 0.005 0.011
H -0.028 0.011 0.054
H -0.022 0.004 -0.017
H -0.014 0.017 0.021
H 0.070 -0.085 -0.035
H -0.014 -0.052 -0.026
H 0.036 -0.040 0.049
H 0.037 0.016 0.021
H 0.038 -0.041 0.040
H 0.047 0.017 -0.013
H 0.041 0.015 -0.010
H -0.047 -0.009 -0.072
H -0.005 -0.016 0.007
H -0.014 -0.024 -0.018
H -0.024 -0.002 0.066
H -0.014 -0.020 0.023
H -0.004 -0.004 0.006
H -0.011 0.009 0.013
H -0.034 0.022 -0.004
H -0.007 0.011 -0.044
H -0.037 0.042 -0.008
H -0.014 0.012 -0.017
H -0.008 0.024 -0.004
H -0.007 0.024 0.007
H -0.013 -0.001 0.016
N -0.097 -0.019 -0.030
C -0.060 0.045 0.215
C 0.135 -0.002 0.082
N -0.287 -0.074 -0.267
C 0.303 0.011 0.263
C -0.303 -0.100 -0.304
N 0.283 0.095 0.208
C -0.047 -0.003 -0.145
C -0.221 -0.009 0.015
N 0.109 0.020 0.074
H 0.009 0.024 -0.038
H -0.005 -0.019 -0.059
H 0.004 0.005 -0.020
H 0.019 0.011 0.014
H 0.063 0.002 0.017
H 0.026 0.016 0.016
F -0.074 0.179 -0.025
C 0.470 -3.226 -0.968
F -0.012 -0.119 -0.001
F 0.096 -0.141 -0.052
C 0.040 0.051 0.050
C -0.026 -0.041 -0.107
C 0.025 -0.020 0.040
C 0.075 0.062 0.302
C -0.004 0.114 1.050
C -0.091 -0.120 -0.098
C 0.058 0.148 0.101
C 0.046 0.034 -0.018
C -0.056 -0.070 -0.195
C -0.012 -0.010 0.082
H 0.005 0.009 0.010
H 0.015 0.007 -0.016
H -0.019 -0.007 -0.015
H -0.029 0.023 -0.004
H -0.026 -0.013 0.038
H 0.008 0.028 -0.006
H -0.027 -0.026 -0.007

HOMO = -10.0 eV
2S+1 = 1
Net charge = +1
Calculated total energy = -8355.043095 hartree
ΔE to the lowest compared entry with this formula, charge and spin = 111.1 kJ/mol
Lowest unoccupied orbital energy = -2.687 eV